Entry 1:
ORCA calculation (ωB97M-V with the def2-TZVPD basis set) on one molecule with the formula C4H8S2 in a non-equilibrium geometry.

Structure (XYZ):
```
14
Properties=species:S:1:pos:R:3:forces:R:3
C 0.7312 -0.0087 0.4169 -0.8678 -0.7810 0.0258
C -0.1043 1.1866 0.0107 -1.1060 -0.0938 -0.0580
C -1.0524 0.5684 -1.0426 -0.8458 0.0644 -2.1665
C -0.3440 -1.0478 0.7467 1.9750 -2.3392 2.4029
H 2.7098 -1.2008 0.0410 0.1886 -0.0576 0.1858
H 1.2861 0.3092 1.2643 0.7638 -0.2531 0.8595
H 0.5495 2.0348 -0.3681 -1.2122 -0.8289 0.5228
H -0.7545 1.4063 0.9592 1.3939 0.2554 -1.7418
H -0.6006 0.5624 -2.0875 -0.3018 -0.0435 1.3474
H -2.0584 0.9979 -1.1812 0.6562 0.4663 0.3164
H -0.8172 -0.7567 1.6751 -0.4177 0.1544 0.2597
H 0.1082 -2.0830 0.9701 -0.4797 1.5256 -0.3581
S 1.8099 -0.7568 -0.8290 0.3188 0.5994 -0.6445
S -1.4634 -1.2118 -0.5757 -0.0653 1.3316 -0.9515
```
Positions in Å, forces in eV/Å.

The energy above the lowest of the compared OMol25 structures with the same formula, charge and spin comes out at 86.20 kJ/mol. The charge is 0. The calculation puts the largest force on an atom at 3.9 eV/Å. As for the SMILES: S[C@H]1CCSC1. The multiplicity is 1. Its total energy is -25947.521 eV. The HOMO energy is -8.5 eV. As for the frontier orbital gap: 9.167 eV.

These are the natural (NBO) partial charges, in e, on atoms 1 to 4:
1. C -0.34
2. C -0.43
3. C -0.52
4. C -0.58

***

Entry 2:
ORCA calculation (ωB97M-V with the def2-TZVPD basis set) on a 2-piece molecular cluster, C4H8S2 overall in a non-equilibrium geometry.

Structure (XYZ):
```
14
Properties=species:S:1:pos:R:3:forces:R:3
C -0.4759 1.2140 0.8313 -3.3039 -0.4004 -2.2554
C -0.5057 1.1074 -0.6714 1.2267 -1.3735 0.6556
C -1.3156 0.1866 0.1517 0.3545 -0.9812 -1.0813
C -1.4074 -1.2626 0.1298 0.6531 -2.4285 -1.6214
S 3.0976 -0.4351 0.0792 0.8970 -1.1246 0.1275
S -3.0062 -0.4598 -0.0723 0.1788 0.8195 0.5024
H 0.3041 0.8124 1.3189 2.6752 -0.7246 1.9531
H -1.0855 1.9904 1.1346 -0.4384 1.6740 1.4929
H -1.0836 1.8133 -1.1652 -0.4923 1.3940 -1.0381
H 0.4419 0.7676 -1.0855 -0.4963 -0.0712 -0.4360
H -1.2560 -1.8896 0.9875 -0.1430 0.3136 0.8589
H -1.1190 -1.9484 -0.7530 -0.1911 1.7685 0.9638
H 3.9277 -1.5408 0.3209 -0.8841 1.1597 -0.2730
H 3.4835 -0.3553 -1.2065 -0.0363 -0.0252 0.1509
```
Positions in Å, forces in eV/Å.

The energy above the lowest of the compared OMol25 structures with the same formula, charge and spin comes out at 273.21 kJ/mol. The charge is 0. The calculation puts the largest force on an atom at 4.0 eV/Å. As for the SMILES: C1CC12CS2.S. The multiplicity is 1. Its total energy is -25945.582 eV. The HOMO energy is -8.5 eV. As for the frontier orbital gap: 9.051 eV.

These are the natural (NBO) partial charges, in e, on atoms 1 to 4:
1. C -0.40
2. C -0.41
3. C -0.15
4. C -0.48

***

Entry 3:
ORCA calculation (ωB97M-V with the def2-TZVPD basis set) on one molecule with the formula C4H8S2 in a non-equilibrium geometry.

Structure (XYZ):
```
14
Properties=species:S:1:pos:R:3:forces:R:3
C -0.1530 1.3139 -0.5948 0.0876 2.0354 2.9937
C 0.2776 0.1749 0.3274 -0.7356 -0.3516 0.8777
C -0.5144 -1.0746 -0.1337 0.8647 -0.7286 -0.9757
C 1.7312 -0.0036 0.4884 3.0531 -1.2768 -2.6773
H -0.3301 1.2204 -1.6026 -0.0959 -1.5065 -2.3894
H -1.1050 1.5595 -0.1496 -0.5114 0.5028 -0.2389
H 0.4300 2.2379 -0.5620 0.3312 -0.1652 0.5446
H 0.0550 0.4557 1.4065 -0.6996 -0.1585 -1.1488
H -0.2676 -1.9410 0.4972 0.0204 0.2305 -0.3947
H -0.1963 -1.3129 -1.2121 -0.3669 0.2604 1.6764
H -2.5251 -1.3184 1.0632 -0.1789 -0.0459 0.3747
H 2.2840 0.8090 1.0499 -0.7273 -1.0595 -0.4334
S -2.3435 -0.9708 -0.2022 0.5456 0.2553 -0.1308
S 2.6572 -1.1499 -0.3757 -1.5870 2.0083 1.9219
```
Positions in Å, forces in eV/Å.

The energy above the lowest of the compared OMol25 structures with the same formula, charge and spin comes out at 169.22 kJ/mol. The charge is 0. The calculation puts the largest force on an atom at 4.3 eV/Å. As for the SMILES: C[C@H](C=S)CS. The multiplicity is 1. Its total energy is -25946.660 eV. The HOMO energy is -8.8 eV. As for the frontier orbital gap: 8.273 eV.

These are the natural (NBO) partial charges, in e, on atoms 1 to 4:
1. C -0.61
2. C -0.35
3. C -0.51
4. C -0.17

***

Entry 4:
ORCA calculation (ωB97M-V with the def2-TZVPD basis set) on a 3-piece molecular cluster, C4H8S3 overall in a non-equilibrium geometry.

Structure (XYZ):
```
15
Properties=species:S:1:pos:R:3:forces:R:3
C 0.8969 -0.2421 -0.5091 -0.8938 -0.2447 -1.7061
C -0.2954 0.6094 -1.1475 -1.4082 -2.7772 2.3098
C -0.8534 0.6809 0.3438 0.8438 0.4941 -0.0689
C -0.0144 -0.6123 0.6613 -1.3349 0.9346 1.5442
H 2.4963 -1.1117 -1.9682 0.6695 0.2180 -0.4500
H 1.7242 0.4640 -0.4312 -0.0752 -0.2822 0.9320
H -0.0684 1.5422 -1.4722 1.0230 2.6986 -1.2813
H -1.0537 0.1633 -1.8481 1.0776 -0.1502 0.7320
H -0.4258 1.5685 0.8931 -0.4301 -0.9482 -0.6588
H -3.0074 2.1361 1.7433 0.8914 -3.0073 -2.5944
H -0.6660 -1.4739 0.4247 0.5835 0.2516 -0.2500
H 1.9276 -1.8156 1.7541 -3.0960 1.9506 1.8484
S 1.5027 -1.7256 -1.3736 -0.4949 -0.0704 0.4621
S -2.6474 0.6956 0.4546 -0.7455 2.7182 2.6571
S 0.4842 -0.8790 2.4751 3.3899 -1.7855 -3.4760
```
Positions in Å, forces in eV/Å.

The energy above the lowest of the compared OMol25 structures with the same formula, charge and spin comes out at 482.49 kJ/mol. The charge is 0. The calculation puts the largest force on an atom at 5.2 eV/Å. The multiplicity is 1. Its total energy is -36778.250 eV. The HOMO energy is -9.1 eV. As for the frontier orbital gap: 8.185 eV.

These are the natural (NBO) partial charges, in e, on atoms 1 to 4:
1. C -0.35
2. C -0.40
3. C -0.39
4. C -0.33

***

Entry 5:
ORCA calculation (ωB97M-V with the def2-TZVPD basis set) on a 2-piece molecular cluster, C4H8Si overall in a non-equilibrium geometry.

Structure (XYZ):
```
13
Properties=species:S:1:pos:R:3:forces:R:3
C 0.8142 -2.2771 0.0728 -3.7306 5.5457 -0.4154
C -0.1146 -2.2098 1.0490 0.1164 -0.4520 -1.3428
C -0.4307 2.0523 -0.3791 0.1843 -0.4473 -0.2160
C 0.3582 2.4220 -1.3616 1.5996 0.7788 -1.7925
Si -1.5224 -0.9831 1.0280 1.1957 -0.4476 1.3875
H 1.3624 -3.1000 -0.0841 2.5807 -2.5095 -0.6642
H 0.7337 -1.3164 -0.6249 0.8784 -2.5815 0.8910
H -0.1287 -3.0473 1.7261 -0.2789 -0.2569 0.4578
H -1.3184 2.6512 -0.1083 0.7116 -0.6548 0.3925
H -0.1028 1.0618 0.0215 -1.1906 0.9797 0.2124
H 1.1561 1.8035 -1.7674 0.0204 -0.5803 0.7103
H 0.4678 3.3344 -1.9635 -1.2084 0.1422 0.6172
H -1.2747 -0.3915 2.3916 -0.8784 0.4835 -0.2377
```
Positions in Å, forces in eV/Å.

The energy above the lowest of the compared OMol25 structures with the same formula, charge and spin comes out at 71.14 kJ/mol. The charge is 0. The calculation puts the largest force on an atom at 6.7 eV/Å. Its expectation value of S² is 2.0078. The multiplicity is 3. Its total energy is -12148.994 eV. The HOMO energy (spin up / spin down) is -6.9 / -10.0 eV. As for the frontier orbital gap (spin up / spin down): 7.967 / 7.905 eV.

These are the natural (NBO) partial charges, in e, on atoms 1 to 4:
1. C -0.34
2. C -0.69
3. C -0.41
4. C -0.38

***

Entry 6:
ORCA calculation (ωB97M-V with the def2-TZVPD basis set) on C4H9AlNO9S as an isolated structure in a non-equilibrium geometry.

Structure (XYZ):
```
25
Properties=species:S:1:pos:R:3:forces:R:3
Al -0.0288 1.2433 -1.9606 0.1101 -0.4790 0.1110
S -0.6318 3.0679 0.6768 -0.9595 0.1686 1.8025
O 0.7132 2.5251 0.5973 1.4649 -0.2816 -0.0003
O -0.8519 3.9191 1.8289 0.2688 -0.5699 -0.6544
O -0.7621 3.7192 -0.6220 -0.3726 0.4104 -1.0658
O -1.5863 1.9547 0.6354 -0.3117 0.2165 -0.0383
C 2.9987 -0.8189 1.6627 0.0090 2.0887 0.2086
O 3.0524 -1.9057 0.8060 -1.6739 -1.6968 -3.4696
C 2.4197 -1.7688 -0.4631 -0.4324 -1.4233 2.1641
O 1.9306 -0.7392 -0.8840 0.5563 -0.2782 0.2382
O 2.2226 -2.9409 -1.1042 0.2324 1.6302 0.0496
C 2.5967 -4.2268 -0.6252 1.4041 -0.7985 0.8684
H 3.7365 -0.1220 1.2652 0.2297 0.2976 0.8178
H 3.1261 -1.1112 2.7051 0.6229 -0.3522 -0.3503
H 2.0560 -0.2719 1.6753 -0.3475 -0.2566 -0.4601
H 3.4649 -4.6390 -1.1395 0.0909 0.5686 -0.5369
H 1.8295 -4.9824 -0.7944 -0.4673 0.6590 0.2088
H 2.9460 -4.1751 0.4061 -0.6087 -0.0406 0.0975
C -4.4649 2.1472 -0.3819 0.8690 0.4524 -0.6586
N -3.8139 0.9107 -1.0233 -2.0781 -2.4025 1.1578
O -2.9533 0.9864 -1.9059 -0.1182 0.6272 0.8612
O -4.2582 -0.1788 -0.5990 1.3577 2.6233 -1.0977
H -3.6322 2.6922 0.0626 -0.3068 -0.2618 0.3160
H -5.2589 1.8775 0.3145 0.4751 -0.3849 -0.1515
H -4.8502 2.8372 -1.1326 -0.0141 -0.5167 -0.4182
```
Positions in Å, forces in eV/Å.

The charge is +1. The calculation puts the largest force on an atom at 4.2 eV/Å. The multiplicity is 1. Its total energy is -41626.918 eV. The HOMO energy is -14.1 eV. As for the frontier orbital gap: 3.574 eV.

These are the natural (NBO) partial charges, in e, on atoms 1 to 4:
1. Al 1.02
2. S 2.48
3. O -0.65
4. O -0.65

***

Entry 7:
ORCA calculation (ωB97M-V with the def2-TZVPD basis set) on one molecule with the formula C4H9BOS in a non-equilibrium geometry.

Structure (XYZ):
```
16
Properties=species:S:1:pos:R:3:forces:R:3
B -0.5778 0.0100 -0.6469 2.2313 -0.4931 0.9544
C 1.3376 -1.2671 0.4397 2.4791 0.7593 -0.5511
C 2.5149 -0.5446 -0.3265 0.1665 -1.2242 -0.6343
C -2.2230 0.9140 0.6502 2.2047 -0.9146 0.0022
C -1.8233 0.8352 -0.8405 -0.1366 -1.7527 0.2460
O 0.0017 -0.9711 -0.0603 -0.4365 0.8038 -0.9439
S 2.6136 1.2165 -0.0237 -1.5923 0.1005 -0.6441
H 1.4907 -2.3350 0.5098 -0.5466 -0.3327 -0.5164
H 1.4790 -0.8668 1.4262 -0.8379 0.3196 0.5899
H 3.4279 -0.8968 0.1921 -0.5399 -0.5543 -0.2336
H 2.6121 -0.9038 -1.4236 -0.3865 0.6598 1.5780
H -1.2961 1.4333 1.0433 -1.6166 0.0013 0.5140
H -3.1571 1.4794 0.6728 0.1808 -0.4269 0.8852
H -2.1167 -0.1574 1.0487 -1.2217 1.7539 0.0090
H -2.5115 0.2571 -1.4339 -0.5135 -0.2662 -0.3071
H -1.7719 1.7973 -1.2276 0.5657 1.5663 -0.9482
```
Positions in Å, forces in eV/Å.

The energy above the lowest of the compared OMol25 structures with the same formula, charge and spin comes out at 380.31 kJ/mol. The charge is 0. The calculation puts the largest force on an atom at 2.7 eV/Å. The multiplicity is 1. Its total energy is -17850.498 eV. The HOMO energy is -6.8 eV. As for the frontier orbital gap: 6.464 eV.

These are the natural (NBO) partial charges, in e, on atoms 1 to 4:
1. B 1.29
2. C -0.08
3. C -0.59
4. C -0.60

***

Entry 8:
ORCA calculation (ωB97M-V with the def2-TZVPD basis set) on C4H9BrCl2Si as an isolated structure in a non-equilibrium geometry.

Structure (XYZ):
```
17
Properties=species:S:1:pos:R:3:forces:R:3
C -0.4987 0.5381 -1.7738 3.4446 2.1233 -0.5608
C -0.8580 -1.7213 0.5168 -1.6406 1.3877 -0.9079
C -0.6253 1.4569 1.2097 0.1979 -1.2216 -2.7693
C 1.7050 -0.3926 0.1796 0.2652 -0.4773 -1.1936
Si -0.2358 0.0219 0.0027 0.6329 -1.4119 0.2558
Cl 2.2156 -1.1210 1.7008 -0.3088 -0.1637 -0.5199
Cl 2.2230 -1.6743 -1.3761 -0.6800 1.6265 2.0371
Br 2.7160 1.2366 -0.0288 0.1394 -0.0725 -0.3500
H 0.2174 1.4590 -2.1070 -1.5400 -1.8072 1.2787
H -0.1718 -0.1627 -2.5309 -0.3533 -0.6666 0.1176
H -1.4620 0.8985 -1.9583 -1.6910 0.3297 -0.3399
H -1.9631 -1.7452 0.5725 0.1976 0.0069 -0.6900
H -0.5093 -2.6099 -0.0301 0.1984 0.5206 0.4929
H -0.6986 -1.6620 1.5626 1.0060 -0.7298 1.2148
H -0.1885 2.2658 0.6848 0.9857 1.0622 -0.4601
H -1.6249 1.7758 1.2131 -1.7658 -0.1563 0.1955
H -0.2411 1.4365 2.1625 0.9118 -0.3502 2.1990
```
Positions in Å, forces in eV/Å.

The energy above the lowest of the compared OMol25 structures with the same formula, charge and spin comes out at 54.61 kJ/mol. The charge is 0. The calculation puts the largest force on an atom at 4.1 eV/Å. The multiplicity is 1. Its total energy is -107258.655 eV. The HOMO energy is -10.1 eV. As for the frontier orbital gap: 9.931 eV.

These are the natural (NBO) partial charges, in e, on atoms 1 to 4:
1. C -1.15
2. C -1.11
3. C -1.08
4. C -0.50